Record 1
14
Properties=species:S:1:pos:R:3:nbo_charge:R:1 method="wB97M-V/def2-TZVPD" e_homo_ev=-14.24 total_energy_ha=-320.1793 largest_force_ha_per_bohr=0.093 charge=+1
C 1.0391 0.4085 -0.0125 0.640
C -1.3172 -0.7953 -0.5142 -0.454
N 1.7867 -0.6247 0.1861 -0.748
N -0.8077 0.3055 0.2483 -0.073
N 1.3316 1.5946 -0.4240 -0.745
O -1.2664 1.5270 -0.1833 -0.555
H -2.3569 -0.9184 -0.1900 0.247
H -1.2979 -0.6452 -1.5954 0.210
H -0.7739 -1.6982 -0.2396 0.213
H 1.4050 -1.4991 0.5175 0.445
H 2.7923 -0.5729 0.0459 0.432
H 2.2635 1.9295 -0.6362 0.432
H 0.5433 2.2258 -0.5909 0.451
H -1.5510 2.0095 0.6138 0.505

***

Record 2
14
Properties=species:S:1:pos:R:3:nbo_charge:R:1 method="wB97M-V/def2-TZVPD" e_homo_ev=-12.32 total_energy_ha=-643.1542 largest_force_ha_per_bohr=0.097 charge=+1
C 3.8158 0.0697 -0.6375 0.077
C -0.0508 0.9379 0.4936 0.265
N 1.1143 0.7149 0.3134 -0.583
N -4.0784 -0.7239 -0.1817 -0.894
N 3.4082 0.0170 0.5709 -0.628
S -1.6037 1.3024 0.4234 -0.233
H 3.1221 -0.4770 -1.2657 0.181
H 4.6663 0.4786 -1.0668 0.192
H -3.2931 -0.0396 -0.0463 0.466
H 2.1386 0.3343 0.5617 0.416
H -4.1333 -1.1789 -1.1294 0.462
H -4.9785 -0.3518 0.0545 0.441
H 4.0315 0.3301 1.3294 0.388
H -4.1589 -1.4138 0.5804 0.450

***

Kohn-Sham gap, record by record: 10.8154, 8.6608 eV